Computed, not measured: a structure of composition C35H70BBr2N3O16P, with wB97M-V/def2-TZVPD.

Last column: Mulliken charge in e.
Geometry (Å):
C (4.848, -1.894, -0.027)  -1.00
C (4.198, -0.948, -1.133)  -0.10
C (2.903, -1.617, -1.795)  -0.22
C (1.560, -0.892, -1.354)  -0.56
N (0.721, -1.736, -0.427)  -0.75
N (-0.614, -1.358, -0.621)  0.96
C (-0.958, 0.031, -0.440)  -0.47
C (-2.357, -0.022, -0.774)  0.38
P (-3.268, 1.629, -0.737)  -0.21
O (-4.060, 1.871, 0.739)  -0.42
O (-4.300, 1.797, -2.055)  -0.36
N (-2.822, -1.330, -1.102)  0.63
C (-4.158, -1.779, -1.512)  -0.75
Br (-4.266, -1.533, -3.476)  -0.03
C (-5.338, -1.130, -0.655)  0.14
C (-6.123, -2.258, 0.156)  -1.39
Br (-6.706, -0.379, -1.900)  -0.08
C (-1.676, -2.122, -0.984)  -0.03
B (-1.522, -3.723, -1.263)  0.57
O (-1.103, -4.567, -0.209)  -0.48
O (-1.826, -4.211, -2.534)  -0.47
C (-2.151, -5.622, -2.514)  -0.55
H (4.013, -2.439, 0.490)  0.24
H (5.571, -2.606, -0.514)  0.25
H (5.462, -1.276, 0.684)  0.29
H (3.973, 0.039, -0.647)  -0.18
H (4.990, -0.748, -1.908)  0.37
H (3.027, -1.436, -2.903)  0.27
H (2.879, -2.729, -1.647)  0.15
H (1.010, -0.647, -2.309)  0.30
H (1.874, 0.071, -0.845)  0.22
H (1.026, -1.510, 0.525)  0.21
H (-0.292, 0.871, -0.161)  0.51
H (-4.919, 2.317, 0.574)  0.29
H (-4.682, 2.700, -1.983)  0.32
H (-4.218, -2.894, -1.345)  0.50
H (-5.004, -0.380, 0.106)  0.36
H (-6.913, -1.791, 0.814)  0.39
H (-6.689, -2.910, -0.567)  0.42
H (-5.398, -2.875, 0.766)  0.30
H (-0.131, -4.525, -0.123)  0.29
H (-2.777, -5.898, -3.412)  0.26
H (-1.202, -6.226, -2.591)  0.13
H (-2.708, -5.960, -1.602)  0.29
O (2.991, -3.637, -4.243)  -0.51
C (2.944, -4.841, -4.243)  0.85
O (2.630, -5.499, -3.110)  -0.35
C (2.349, -6.905, -3.050)  -0.35
C (3.622, -7.711, -2.896)  -1.15
C (3.325, -5.630, -5.467)  -1.18
H (1.752, -7.222, -3.907)  0.40
H (1.724, -7.050, -2.167)  0.27
H (4.283, -7.585, -3.755)  0.30
H (3.393, -8.774, -2.790)  0.37
H (4.177, -7.382, -2.017)  0.33
H (4.407, -5.766, -5.484)  0.29
H (3.021, -5.066, -6.349)  0.33
H (2.832, -6.598, -5.538)  0.35
O (6.203, 0.886, 0.641)  -0.58
C (6.420, 1.904, 0.029)  0.78
O (7.521, 2.006, -0.729)  -0.35
C (7.767, 3.081, -1.648)  -0.49
C (8.412, 4.260, -0.951)  -0.68
C (5.522, 3.104, 0.178)  -0.99
H (6.855, 3.358, -2.182)  0.33
H (8.455, 2.686, -2.398)  0.32
H (7.761, 4.678, -0.186)  0.24
H (8.649, 5.048, -1.667)  0.21
H (9.332, 3.950, -0.451)  0.32
H (5.830, 3.676, 1.054)  0.27
H (4.499, 2.753, 0.321)  0.28
H (5.505, 3.752, -0.695)  0.36
O (1.913, -2.809, 5.306)  -0.57
C (0.887, -3.272, 4.883)  0.71
O (0.436, -2.902, 3.667)  -0.33
C (-0.654, -3.538, 2.986)  0.12
C (-1.983, -2.944, 3.409)  -0.65
C (0.043, -4.189, 5.727)  -0.86
H (-0.619, -4.622, 3.113)  0.40
H (-0.499, -3.347, 1.922)  -0.38
H (-2.172, -3.102, 4.464)  0.23
H (-2.802, -3.390, 2.842)  0.34
H (-1.987, -1.864, 3.243)  0.23
H (-0.603, -3.590, 6.371)  0.20
H (0.705, -4.793, 6.347)  0.32
H (-0.560, -4.889, 5.151)  0.32
O (-4.219, -3.022, 4.799)  -0.57
C (-4.684, -2.181, 5.530)  0.86
O (-4.092, -0.979, 5.624)  -0.35
C (-4.666, 0.152, 6.295)  -0.41
C (-4.342, 0.131, 7.775)  -1.01
C (-5.863, -2.488, 6.415)  -1.20
H (-5.738, 0.220, 6.102)  0.37
H (-4.214, 1.035, 5.841)  0.32
H (-4.767, -0.744, 8.268)  0.28
H (-4.731, 1.026, 8.266)  0.37
H (-3.262, 0.089, 7.927)  0.31
H (-5.509, -2.957, 7.333)  0.27
H (-6.517, -3.182, 5.887)  0.34
H (-6.470, -1.618, 6.656)  0.37
O (-6.578, 4.231, -0.485)  -0.61
C (-7.654, 3.836, -0.875)  0.86
O (-8.152, 4.288, -2.033)  -0.36
C (-9.307, 3.738, -2.683)  -0.28
C (-10.581, 4.363, -2.154)  -0.97
C (-8.486, 2.910, -0.031)  -0.92
H (-9.314, 2.648, -2.615)  0.22
H (-9.202, 3.980, -3.741)  0.34
H (-10.721, 4.154, -1.091)  0.27
H (-11.449, 3.982, -2.696)  0.36
H (-10.547, 5.448, -2.262)  0.30
H (-9.068, 3.492, 0.684)  0.29
H (-7.810, 2.247, 0.512)  0.18
H (-9.148, 2.266, -0.605)  0.34
O (7.213, 6.912, -0.523)  -0.51
C (7.429, 7.926, -1.138)  0.82
O (8.532, 8.022, -1.901)  -0.36
C (8.781, 9.089, -2.826)  -0.44
C (9.432, 10.270, -2.136)  -0.97
C (6.533, 9.127, -0.994)  -1.12
H (7.870, 9.365, -3.360)  0.36
H (9.467, 8.688, -3.573)  0.33
H (8.782, 10.697, -1.370)  0.27
H (9.672, 11.053, -2.858)  0.36
H (10.351, 9.960, -1.635)  0.31
H (6.842, 9.702, -0.121)  0.28
H (5.510, 8.778, -0.849)  0.31
H (6.514, 9.771, -1.871)  0.35

Force components x, y, z for each atom (eV/Å):
C 0.069 0.661 -0.520
C 0.404 -0.928 0.541
C 0.803 1.222 -0.428
C 1.560 -0.127 -0.817
N 0.509 -0.320 -1.199
N -1.163 2.617 1.232
C -4.427 -2.847 -1.677
C -0.718 0.915 0.482
P 2.239 3.199 -0.055
O -0.859 -1.265 -1.679
O -0.082 -0.853 1.748
N 4.306 0.231 1.431
C -0.320 -0.442 0.124
Br 0.418 -0.332 0.663
C -0.893 -1.078 0.205
C 0.084 0.147 -0.442
Br 0.205 0.210 1.171
C -0.085 0.145 -0.402
B 0.427 -1.107 -0.668
O 0.015 1.200 -1.378
O -0.619 0.436 2.578
C 0.239 -1.722 -0.868
H 0.996 0.339 -0.223
H -0.960 0.413 0.490
H -0.813 -0.706 -0.572
H -0.009 -0.831 -0.524
H -0.919 -0.145 0.646
H -0.437 -0.449 1.167
H -0.100 1.100 -0.055
H 0.135 -0.378 1.327
H -0.628 -0.923 -0.558
H -0.625 -0.248 -0.125
H -0.612 -0.976 -0.317
H 0.339 -0.134 0.242
H 0.285 -0.491 -0.178
H 0.289 1.256 -0.277
H -0.102 -0.321 -1.120
H 1.098 -0.409 -0.595
H 0.777 0.498 0.698
H -0.822 0.681 -0.519
H -0.441 -0.035 0.229
H 0.682 0.740 0.898
H -0.943 0.642 0.178
H 0.570 0.593 -0.705
O -0.201 -0.386 0.288
C 0.399 0.168 -0.396
O -0.433 0.310 0.353
C 0.228 -0.253 -0.025
C 0.163 0.001 -0.085
C -0.493 -0.206 -0.356
H 0.094 0.067 -0.054
H 0.029 0.239 -0.021
H -0.088 -0.067 -0.019
H -0.002 0.064 0.002
H -0.108 -0.029 0.020
H -0.045 -0.007 0.019
H 0.207 0.119 0.130
H 0.193 -0.076 0.108
O 0.248 0.239 -0.281
C -0.031 0.111 0.353
O -0.004 -0.543 -0.186
C 0.249 0.371 0.024
C 0.012 -0.177 0.192
C -0.479 0.059 -0.462
H -0.046 -0.013 0.128
H -0.099 -0.236 0.147
H 0.013 0.058 -0.169
H -0.058 -0.025 0.084
H 0.015 -0.086 -0.145
H 0.014 0.001 -0.066
H 0.147 -0.062 0.225
H 0.198 0.131 0.132
O -0.260 0.016 -0.438
C 0.094 0.057 0.628
O 0.380 0.145 -0.513
C -0.329 0.185 0.044
C 0.623 -0.093 -0.164
C 0.050 -0.645 -0.128
H 0.004 0.039 0.084
H 0.256 0.036 0.112
H 0.099 -0.099 -0.174
H 0.046 -0.029 0.099
H 0.013 -0.021 -0.046
H 0.002 -0.017 -0.056
H 0.010 0.264 0.070
H -0.175 0.170 0.021
O -0.685 0.545 0.400
C -0.153 -0.403 0.287
O 0.208 0.050 -0.553
C -0.020 0.148 0.359
C -0.008 -0.171 0.123
C -0.570 0.185 -0.236
H 0.023 -0.132 0.025
H 0.075 -0.217 -0.145
H -0.077 0.081 -0.012
H 0.028 -0.040 -0.048
H -0.034 0.096 -0.065
H -0.008 0.039 -0.029
H 0.231 -0.124 0.080
H 0.148 0.014 0.190
O 0.009 -0.252 -0.398
C -0.179 0.108 0.284
O 0.558 0.039 -0.181
C -0.428 0.022 -0.010
C -0.036 0.044 0.207
C 0.052 -0.631 -0.114
H 0.046 0.041 0.124
H 0.241 0.070 0.133
H -0.037 -0.084 -0.061
H 0.068 0.018 0.011
H 0.016 -0.060 -0.101
H 0.030 0.009 -0.054
H -0.028 0.203 0.104
H -0.129 0.160 0.029
O 0.160 0.390 -0.300
C -0.196 0.140 0.419
O 0.092 -0.510 -0.195
C 0.119 0.317 0.024
C -0.051 0.088 0.178
C -0.455 0.078 -0.467
H -0.032 -0.009 0.121
H -0.082 -0.198 0.154
H -0.027 0.033 -0.100
H -0.010 -0.060 0.025
H -0.004 -0.027 -0.113
H 0.009 -0.020 -0.046
H 0.154 -0.052 0.214
H 0.172 0.111 0.112

E: -8257.74073 a.u.
E_LUMO: -3.03 eV
Highest occupied orbital energy: -10.672 eV
Charge: +1